[1]
{"formula": "C26H36N2O4", "method": "ωB97M-V/def2-TZVPD", "symbols": ["C", "C", "N", "C", "C", "C", "C", "C", "C", "C", "C", "C", "O", "O", "C", "C", "O", "C", "C", "C", "C", "C", "N", "C", "C", "C", "O", "C", "C", "C", "C", "C", "H", "H", "H", "H", "H", "H", "H", "H", "H", "H", "H", "H", "H", "H", "H", "H", "H", "H", "H", "H", "H", "H", "H", "H", "H", "H", "H", "H", "H", "H", "H", "H", "H", "H", "H", "H"], "xyz": [[-5.174, -2.112, -0.633], [-3.729, -2.325, -1.079], [-2.774, -2.126, -0.011], [-2.953, -2.951, 1.166], [-3.620, -2.219, 2.335], [-1.547, -1.532, -0.242], [-0.703, -1.207, 0.830], [0.507, -0.575, 0.628], [0.933, -0.221, -0.644], [2.257, 0.483, -0.859], [2.376, 1.680, 0.065], [1.541, 2.837, -0.271], [1.507, 3.901, 0.313], [0.776, 2.575, -1.345], [-0.162, 3.555, -1.767], [-1.569, 2.935, -1.877], [-2.484, 3.486, -0.958], [-2.758, 2.769, 0.239], [-3.549, 1.485, -0.027], [-1.517, 2.477, 1.080], [3.148, 1.629, 1.174], [3.294, 2.692, 2.212], [3.906, 0.503, 1.432], [4.097, -0.492, 0.509], [3.381, -0.506, -0.635], [3.644, -1.464, -1.697], [3.073, -1.433, -2.772], [4.728, -2.493, -1.414], [4.854, -2.802, 0.070], [5.145, -1.513, 0.831], [0.116, -0.553, -1.713], [-1.089, -1.200, -1.524], [-5.826, -2.168, -1.502], [-5.284, -1.130, -0.181], [-5.496, -2.869, 0.077], [-3.627, -3.334, -1.511], [-3.526, -1.597, -1.864], [-1.978, -3.331, 1.490], [-3.562, -3.818, 0.891], [-3.063, -1.322, 2.594], [-3.655, -2.872, 3.204], [-4.634, -1.924, 2.083], [-0.994, -1.435, 1.842], [1.122, -0.339, 1.485], [2.292, 0.813, -1.902], [-0.172, 4.384, -1.051], [0.173, 3.927, -2.739], [-1.980, 3.154, -2.867], [-1.477, 1.850, -1.771], [-3.401, 3.472, 0.783], [-2.920, 0.730, -0.492], [-4.392, 1.699, -0.680], [-3.920, 1.086, 0.913], [-0.890, 1.727, 0.602], [-0.934, 3.382, 1.229], [-1.820, 2.096, 2.052], [2.627, 3.520, 2.001], [3.066, 2.284, 3.196], [4.320, 3.062, 2.223], [4.483, 0.510, 2.260], [4.508, -3.392, -1.992], [5.670, -2.082, -1.791], [5.650, -3.529, 0.240], [3.916, -3.230, 0.431], [5.166, -1.697, 1.908], [6.128, -1.128, 0.539], [0.437, -0.319, -2.717], [-1.660, -1.462, -2.401]], "total_charge": 0, "multiplicity": 1, "smiles": "CCN(CC)c1ccc([C@H]2C(C(=O)OCCOC(C)C)=C(C)NC3=C2C(=O)CCC3)cc1", "relative_energy_ev": 0.845, "max_force_ev_per_a": 0.70}

=====

[2]
{"formula": "C26H36N3O4P2Tl", "method": "ωB97M-V/def2-TZVPD", "symbols": ["C", "C", "N", "C", "C", "C", "C", "P", "Tl", "P", "C", "O", "O", "H", "H", "H", "C", "C", "H", "H", "H", "H", "C", "C", "H", "H", "H", "H", "H", "H", "H", "H", "H", "H", "H", "H", "H", "H", "H", "H", "H", "H", "O", "C", "N", "C", "C", "O", "N", "C", "C", "C", "C", "C", "C", "C", "C", "C", "C", "C", "C", "H", "H", "H", "H", "H", "H", "H", "H", "H", "H", "H"], "xyz": [[-1.827, 5.531, 0.774], [-1.699, 4.146, 0.483], [-0.456, 3.569, 0.568], [0.606, 4.249, 1.007], [0.528, 5.622, 1.281], [-0.711, 6.263, 1.156], [-2.822, 3.349, 0.060], [-2.757, 1.598, -0.104], [-0.396, 1.112, 0.971], [2.056, 1.890, 0.365], [1.924, 3.492, 1.260], [-1.947, 4.039, -2.700], [0.714, 3.896, -2.699], [-2.819, 5.974, 0.679], [1.430, 6.153, 1.570], [-0.791, 7.331, 1.358], [-3.619, 0.680, 1.232], [-3.456, 0.977, -1.680], [2.789, 4.119, 1.001], [2.031, 3.270, 2.338], [-2.435, 3.790, -1.875], [-3.786, 3.860, 0.017], [3.027, 0.732, 1.400], [3.043, 2.197, -1.137], [-0.307, 1.585, -2.599], [0.916, 3.523, -3.574], [-0.285, 3.994, -2.696], [-2.373, 4.851, -3.011], [-0.525, 0.963, 2.683], [0.002, 2.095, -2.156], [-4.699, 0.877, 1.226], [-3.457, -0.407, 1.126], [-3.206, 0.980, 2.206], [-4.555, 1.083, -1.705], [-3.022, 1.524, -2.533], [-3.201, -0.092, -1.798], [4.070, 2.543, -0.922], [3.100, 1.251, -1.705], [2.531, 2.934, -1.779], [4.036, 1.101, 1.636], [2.481, 0.542, 2.337], [3.128, -0.241, 0.892], [0.697, -0.706, -2.711], [0.609, -1.327, -1.651], [0.864, -2.693, -1.484], [0.583, -3.120, -0.141], [0.373, -1.775, 0.544], [0.300, -1.659, 1.800], [0.302, -0.804, -0.383], [-0.713, -3.933, -0.083], [-1.850, -3.512, 0.619], [-2.996, -4.319, 0.617], [-3.000, -5.526, -0.082], [-1.861, -5.929, -0.791], [-0.718, -5.129, -0.797], [1.804, -3.771, 0.472], [1.704, -4.894, 1.291], [2.877, -5.456, 1.809], [4.113, -4.856, 1.558], [4.190, -3.687, 0.792], [3.028, -3.134, 0.250], [0.937, -3.300, -2.301], [-1.839, -2.587, 1.205], [-3.867, -3.981, 1.172], [-3.882, -6.159, -0.071], [-1.831, -6.859, -1.347], [0.194, -5.433, -1.322], [0.708, -5.304, 1.490], [2.785, -6.361, 2.399], [5.014, -5.302, 1.960], [5.140, -3.199, 0.599], [3.071, -2.226, -0.363]], "total_charge": 0, "multiplicity": 1, "relative_energy_ev": 0.000, "max_force_ev_per_a": 2.59}

=====

[3]
{"formula": "C26H37Br2F3IN4O13P2", "method": "ωB97M-V/def2-TZVPD", "symbols": ["C", "C", "C", "F", "C", "N", "C", "N", "C", "C", "O", "I", "N", "C", "O", "F", "C", "O", "F", "N", "P", "C", "O", "C", "C", "Br", "C", "C", "Br", "P", "O", "O", "O", "H", "H", "H", "H", "H", "H", "H", "H", "H", "H", "H", "H", "H", "H", "H", "H", "H", "H", "H", "O", "C", "O", "C", "C", "C", "H", "H", "H", "H", "H", "H", "O", "C", "O", "C", "C", "C", "H", "H", "H", "H", "H", "H", "O", "C", "O", "C", "C", "C", "H", "H", "H", "H", "H", "H"], "xyz": [[5.840, 1.086, -3.431], [4.903, 0.892, -2.102], [3.582, 0.035, -2.422], [3.682, -1.238, -1.711], [2.185, 0.792, -2.220], [2.128, 2.263, -1.965], [1.148, 2.740, -1.027], [0.962, 3.977, -0.482], [1.858, 5.089, -0.907], [2.200, 6.175, 0.216], [1.390, 6.816, 0.918], [4.332, 6.649, 0.545], [-0.106, 4.063, 0.378], [-1.077, 5.111, 0.026], [-1.616, 5.036, -1.111], [-1.506, 6.167, 0.859], [0.265, 4.020, 1.798], [1.433, 3.762, 2.149], [-0.669, 4.327, 2.848], [0.319, 1.510, -0.776], [-1.144, 1.790, -1.734], [-0.747, 1.887, -3.618], [-2.234, 0.433, -1.657], [1.181, 0.324, -1.026], [0.554, -1.087, -1.428], [0.889, -2.002, -3.188], [-0.326, -1.834, -0.553], [-0.803, -1.311, 0.876], [-1.039, -3.626, -1.100], [2.174, 0.281, 0.631], [3.396, 1.212, 0.615], [1.201, 0.812, 1.953], [2.533, -1.355, 0.975], [5.284, 0.844, -4.404], [6.730, 0.343, -3.392], [6.301, 2.134, -3.413], [4.727, 1.869, -1.537], [5.545, 0.233, -1.394], [3.664, -0.263, -3.540], [1.729, 0.729, -3.286], [2.941, 2.845, -2.200], [2.851, 4.761, -1.373], [1.295, 5.657, -1.752], [-0.003, 2.776, -3.702], [-0.321, 0.910, -4.034], [-1.718, 2.236, -4.109], [-3.117, 0.875, -1.551], [-1.829, -1.813, 1.083], [-0.073, -1.658, 1.688], [-0.986, -0.170, 0.926], [1.174, 0.071, 2.617], [3.490, -1.478, 1.170], [-0.511, -6.458, -2.941], [0.656, -6.434, -3.239], [1.451, -5.339, -3.101], [2.744, -5.620, -3.649], [2.862, -7.126, -3.636], [1.431, -7.568, -3.851], [2.791, -5.207, -4.662], [3.514, -5.145, -3.038], [3.557, -7.510, -4.385], [3.207, -7.462, -2.653], [1.181, -7.640, -4.912], [1.220, -8.508, -3.341], [0.325, -0.612, 4.033], [-0.705, -0.177, 4.498], [-1.544, -0.896, 5.281], [-2.714, -0.116, 5.563], [-2.293, 1.319, 5.359], [-1.260, 1.201, 4.261], [-3.505, -0.418, 4.879], [-3.042, -0.304, 6.588], [-3.125, 1.980, 5.110], [-1.820, 1.700, 6.270], [-1.714, 1.236, 3.268], [-0.482, 1.960, 4.357], [-3.959, -0.090, 2.809], [-5.045, -0.612, 2.897], [-5.376, -1.521, 3.852], [-6.697, -2.015, 3.600], [-7.363, -0.956, 2.755], [-6.202, -0.395, 1.961], [-6.617, -2.974, 3.080], [-7.218, -2.170, 4.547], [-8.171, -1.346, 2.134], [-7.778, -0.174, 3.399], [-6.027, -0.959, 1.042], [-6.339, 0.664, 1.744]], "total_charge": 1, "multiplicity": 1, "max_force_ev_per_a": 6.97}

=====

Number 1: frontier orbital gap 7.836 eV. Number 2: frontier orbital gap 7.339 eV. Number 3: frontier orbital gap 7.353 eV.